Record 1
DFT (ωB97M-V/def2-TZVPD) results for a structure of composition C30H42N4O4PPd.

```
82
Properties=species:S:1:pos:R:3
Pd 0.027 -0.045 -0.293
C 4.003 1.619 -0.338
C 2.546 1.289 -0.347
N 2.049 0.099 -0.307
O 2.857 -1.016 -0.227
C 1.565 2.351 -0.384
C 1.862 3.810 -0.404
N 0.315 1.945 -0.361
O -0.618 2.784 -0.359
H 4.668 0.763 -0.435
H 4.253 2.141 0.587
H 4.223 2.291 -1.167
H 3.761 -0.728 -0.036
H 2.926 4.013 -0.306
H 1.331 4.300 0.413
H 1.498 4.266 -1.327
O -6.586 -1.952 -0.776
C -6.263 -0.580 -0.801
C -4.774 -0.422 -0.689
C -4.200 0.837 -0.606
C -2.828 0.956 -0.512
N -2.025 -0.110 -0.495
C -2.565 -1.339 -0.581
C -3.932 -1.525 -0.678
C -1.601 -2.458 -0.606
C -1.989 -3.785 -0.660
C -1.026 -4.776 -0.776
C -1.424 -6.230 -0.877
O -2.723 -6.485 -0.396
C 0.304 -4.388 -0.844
C 0.623 -3.049 -0.750
N -0.305 -2.098 -0.613
H -7.536 -2.058 -0.878
H -6.735 -0.039 0.027
H -6.590 -0.107 -1.734
H -4.807 1.734 -0.614
H -2.320 1.912 -0.450
H -4.361 -2.512 -0.754
H -3.030 -4.070 -0.620
H -0.672 -6.852 -0.384
H -1.426 -6.509 -1.933
H -2.700 -6.571 0.562
H 1.097 -5.117 -0.953
H 1.647 -2.713 -0.774
C -2.163 -1.801 3.242
C -1.617 -0.441 3.690
C -2.502 0.664 3.098
C -1.692 -0.324 5.213
P 0.071 -0.197 2.895
C 0.584 1.398 3.645
C 0.306 2.555 2.916
C 0.610 3.812 3.422
C 1.213 3.936 4.663
C 1.490 2.796 5.406
C 1.169 1.543 4.906
C 1.290 -1.492 3.521
C 1.128 -2.034 4.943
C 2.703 -0.916 3.351
C 1.170 -2.672 2.545
H -3.209 -1.894 3.549
H -1.614 -2.631 3.687
H -2.123 -1.907 2.154
H -3.546 0.461 3.353
H -2.419 0.714 2.011
H -2.241 1.642 3.502
H -2.744 -0.320 5.513
H -1.251 0.609 5.565
H -1.213 -1.153 5.726
H -0.186 2.479 1.956
H 0.366 4.695 2.844
H 1.456 4.914 5.057
H 1.945 2.883 6.384
H 1.373 0.676 5.517
H 1.134 -1.258 5.706
H 1.961 -2.710 5.155
H 0.210 -2.610 5.054
H 2.968 -0.214 4.138
H 2.808 -0.401 2.392
H 3.425 -1.737 3.372
H 0.148 -3.046 2.458
H 1.803 -3.495 2.889
H 1.512 -2.372 1.556
```

## Properties
Gap between HOMO and LUMO = 0.25920 Eh
Energy above the lowest of the compared OMol25 structures with the same formula, charge and spin = 3.5 kJ/mol
Charge = +1

=====

Record 2
DFT (ωB97M-V/def2-TZVPD) results for a cluster of 23 separate species, C12H74N2O25 in total in a non-equilibrium geometry.

```
113
Properties=species:S:1:pos:R:3
C 53.056 18.766 42.687
O 52.809 18.511 41.301
C 52.754 19.643 40.416
C 52.448 19.020 38.994
N 51.999 20.012 38.070
H 51.350 19.464 37.348
H 51.318 20.627 38.500
C 53.042 20.851 37.317
C 52.597 22.285 37.141
O 53.505 22.778 36.084
C 53.352 24.278 36.073
H 52.369 19.491 43.059
H 53.996 18.830 42.715
H 52.891 17.818 43.117
H 53.756 20.279 40.514
H 52.143 20.553 40.768
H 51.567 18.190 39.014
H 53.279 18.497 38.635
H 53.109 20.438 36.379
H 53.879 20.646 37.814
H 52.640 22.767 37.975
H 51.582 22.294 36.641
H 52.410 24.561 35.941
H 53.666 24.635 35.122
H 53.920 24.911 36.896
C 51.652 14.815 42.941
O 52.835 15.279 42.356
C 53.939 14.578 42.588
C 55.156 15.431 42.239
N 56.379 14.762 42.829
H 56.408 14.720 43.932
H 56.512 13.887 42.567
C 57.642 15.490 42.618
C 58.894 14.654 42.997
O 60.042 15.386 42.871
C 61.269 14.599 42.986
H 51.793 13.802 43.262
H 50.880 14.636 42.298
H 51.390 15.451 43.887
H 53.813 13.519 42.350
H 54.122 14.366 43.605
H 54.947 16.427 42.672
H 55.523 15.697 41.264
H 57.516 16.407 43.090
H 57.898 15.741 41.649
H 58.977 13.909 42.315
H 58.674 14.409 44.137
H 62.345 14.979 42.815
H 61.158 13.755 42.355
H 61.221 14.535 44.121
O 50.170 17.545 41.830
H 50.109 18.526 42.013
H 51.099 17.588 41.444
O 49.794 19.823 43.388
H 49.343 20.340 42.786
H 50.280 20.486 43.971
O 52.692 22.561 42.437
H 53.154 22.567 43.079
H 51.778 22.797 42.733
O 51.309 24.170 40.223
H 51.069 23.231 40.347
H 51.807 24.208 41.099
O 51.747 26.784 33.818
H 52.561 27.339 33.981
H 52.158 26.032 33.334
O 50.329 21.658 39.379
H 49.859 21.975 38.714
H 49.801 21.381 39.972
O 53.210 20.219 45.585
H 52.330 20.724 45.626
H 53.926 20.734 45.322
O 56.573 25.659 34.622
H 56.182 26.297 33.976
H 56.234 25.702 35.658
O 55.502 16.680 38.359
H 56.004 17.296 38.632
H 56.037 16.067 38.850
O 53.934 17.637 45.729
H 53.186 17.095 45.898
H 53.673 18.574 45.518
O 54.929 18.148 35.893
H 54.073 17.712 35.673
H 54.991 17.913 36.935
O 48.270 16.569 39.462
H 49.056 16.704 39.093
H 48.259 17.423 39.862
O 50.530 15.781 37.875
H 51.441 15.699 37.947
H 50.286 15.003 37.371
O 55.897 26.076 37.237
H 56.299 25.544 37.979
H 55.152 26.703 37.678
O 56.148 19.354 38.515
H 56.070 20.311 38.750
H 56.516 19.192 37.714
O 50.069 22.083 34.756
H 49.377 21.387 34.440
H 50.056 22.829 34.098
O 50.406 18.657 36.097
H 50.340 18.910 35.152
H 49.638 18.952 36.427
O 56.767 18.832 41.213
H 56.574 19.263 40.444
H 57.842 18.914 41.442
O 49.492 25.847 35.889
H 49.789 26.311 35.058
H 50.167 26.043 36.606
O 52.865 21.170 33.278
H 53.326 21.696 33.868
H 53.567 21.001 32.705
O 48.968 23.219 36.821
H 49.137 24.113 36.399
H 49.028 22.587 36.109
```

## Properties
Gap between HOMO and LUMO = 0.32732 Eh
Energy above the lowest of the compared OMol25 structures with the same formula, charge and spin = 156.4 kJ/mol
Charge = +2

=====

Record 3
DFT (ωB97M-V/def2-TZVPD) results for a structure of composition C15H36NO6S3V in a non-equilibrium geometry.

```
62
Properties=species:S:1:pos:R:3
O -1.506 -0.321 -1.344
V -0.784 0.596 -0.230
O 0.165 1.523 -1.124
C 0.350 -2.646 -1.259
C 1.509 -2.513 -0.297
C 2.782 -2.562 -1.178
C 3.998 -2.230 -0.356
C 3.853 -0.842 0.259
C 2.592 -0.742 1.135
N 1.469 -1.171 0.293
O 0.233 -0.843 0.917
C 2.410 0.751 1.373
C 2.786 -1.461 2.477
C 1.445 -3.653 0.709
H -0.607 -2.556 -0.768
H 0.393 -3.596 -1.800
H 0.417 -1.846 -1.995
H 2.661 -2.006 -2.108
H 2.748 -3.617 -1.494
H 4.902 -2.228 -0.974
H 4.092 -3.023 0.387
H 3.817 -0.051 -0.489
H 4.762 -0.714 0.859
H 1.569 0.946 2.035
H 2.252 1.252 0.416
H 3.323 1.224 1.757
H 3.303 -0.781 3.159
H 3.386 -2.365 2.373
H 1.839 -1.741 2.939
H 0.672 -3.394 1.439
H 2.349 -3.834 1.295
H 1.235 -4.637 0.278
C -2.421 -2.345 1.317
S -3.451 -0.908 1.466
O -2.696 0.258 0.918
C -4.663 -1.369 0.236
H -1.424 -2.163 1.718
H -2.316 -2.669 0.282
H -2.889 -3.212 1.796
H -5.290 -0.503 0.024
H -5.304 -2.096 0.747
H -4.308 -1.807 -0.694
C -3.748 1.339 -2.684
S -3.482 2.663 -1.502
O -2.329 2.224 -0.694
C -2.920 3.885 -2.698
H -4.618 1.623 -3.278
H -3.987 0.451 -2.107
H -2.836 1.180 -3.253
H -2.423 4.752 -2.285
H -3.741 4.112 -3.383
H -2.224 3.359 -3.364
C -0.859 4.528 0.391
S -0.142 3.607 1.742
O -0.480 2.190 1.453
C 1.584 3.914 1.280
H -1.935 4.543 0.547
H -0.672 4.031 -0.560
H -0.447 5.539 0.352
H 2.198 3.149 1.729
H 1.787 4.927 1.628
H 1.620 3.878 0.193
```

## Properties
Gap between HOMO and LUMO = 0.25472 Eh
Energy above the lowest of the compared OMol25 structures with the same formula, charge and spin = 0.0 kJ/mol
Charge = 0

=====

Record 4
DFT (ωB97M-V/def2-TZVPD) results for a structure of composition C3H4O3S in a non-equilibrium geometry.

```
11
Properties=species:S:1:pos:R:3
C 0.065 -1.249 1.088
C 0.765 -0.700 -0.069
C -0.535 -0.135 0.344
O -0.084 2.931 -0.527
O -1.382 0.713 0.430
O -0.400 0.845 -1.874
S -0.909 2.072 -1.326
H -0.161 -2.344 0.964
H 0.258 -0.983 2.159
H 1.553 -0.006 -0.176
H 0.831 -1.143 -1.010
```

## Properties
Gap between HOMO and LUMO = 0.36179 Eh
Energy above the lowest of the compared OMol25 structures with the same formula, charge and spin = 390.9 kJ/mol
Charge = 0

=====

Record 5
DFT (ωB97M-V/def2-TZVPD) results for a structure of composition C10H13F6N4O5RuS4.

```
43
Properties=species:S:1:pos:R:3
Ru 0.334 -0.308 0.697
N 2.275 0.468 0.772
N 2.371 1.791 0.267
C 1.321 2.366 -0.306
N 1.369 3.564 -0.815
S -0.219 1.480 -0.380
H 2.591 0.478 1.746
H 2.912 -0.131 0.238
H 3.265 2.263 0.369
H 2.214 4.128 -0.835
H 0.538 3.995 -1.208
F -4.265 -2.678 2.805
C -3.351 -2.699 1.877
F -2.353 -3.504 2.200
F -3.849 -3.019 0.703
S -2.652 -0.974 1.725
O -1.594 -1.116 0.661
O -3.663 -0.027 1.475
N -1.938 -0.802 3.165
S -0.480 -0.383 3.202
O 0.494 -1.324 2.516
O -0.162 0.882 2.460
C -0.028 -0.212 5.040
F 1.219 0.198 5.038
F -0.159 -1.390 5.575
F -0.837 0.670 5.541
C 1.377 -3.231 -2.438
S 0.061 -2.648 -1.390
O 0.966 -1.615 -0.479
C -0.290 -4.023 -0.372
C -1.551 -4.579 -0.575
C -1.855 -5.763 0.081
C -0.928 -6.335 0.941
C 0.320 -5.747 1.148
C 0.663 -4.588 0.476
H 2.181 -3.642 -1.830
H 1.707 -2.410 -3.073
H 0.926 -4.014 -3.053
H -2.271 -4.115 -1.239
H -2.817 -6.231 -0.079
H -1.173 -7.255 1.456
H 1.032 -6.209 1.818
H 1.643 -4.147 0.605
```

## Properties
Gap between HOMO and LUMO (alpha / beta) = 0.17784 / 0.17788 Eh
Charge = +3

=====

Record 6
DFT (ωB97M-V/def2-TZVPD) results for a structure of composition C6H15N3 in a non-equilibrium geometry.

```
24
Properties=species:S:1:pos:R:3
C -0.117 1.157 0.156
C -0.505 1.602 -1.238
C -0.190 -1.273 1.575
C -0.697 -0.696 0.268
N -0.878 1.688 1.242
N 1.237 1.198 0.406
N -1.932 -0.755 -0.084
H -0.662 2.667 1.401
H -1.870 1.572 1.067
H 1.429 1.027 1.389
H 1.754 0.490 -0.191
H -2.498 -1.302 0.567
H -1.528 1.299 -1.453
H -0.427 2.691 -1.294
H 0.163 1.188 -1.992
H -0.519 -2.310 1.675
H -0.581 -0.706 2.419
H 0.900 -1.262 1.621
C 0.420 -1.430 -1.145
C 1.782 -1.111 -1.123
H 2.476 -1.694 -0.533
H 0.178 -2.441 -0.828
H -0.153 -1.120 -2.011
H 2.214 -0.482 -1.892
```

## Properties
Gap between HOMO and LUMO (alpha / beta) = 0.27226 / 0.27226 Eh
Energy above the lowest of the compared OMol25 structures with the same formula, charge and spin = 380.3 kJ/mol
Charge = 0

=====

Record 7
DFT (ωB97M-V/def2-TZVPD) results for a structure of composition C6H5As5CuF30NO2 in a non-equilibrium geometry.

```
50
Properties=species:S:1:pos:R:3
Cu 0.310 -0.672 -0.768
As -1.209 1.205 3.385
F -1.658 2.746 2.621
F -1.878 1.811 4.934
F -0.744 -0.238 4.288
F -0.523 0.522 1.855
F 0.261 2.091 3.717
F -2.817 0.455 3.045
As 3.036 2.600 0.241
F 2.033 4.013 -0.051
F 1.694 1.407 -0.204
F 4.056 1.110 0.540
F 4.405 3.556 0.687
F 2.565 2.645 1.927
F 3.529 2.500 -1.462
As -1.597 -3.444 1.093
F -2.192 -4.106 -0.444
F -3.093 -2.572 1.441
F -0.996 -2.735 2.577
F -0.062 -4.206 0.881
F -1.037 -2.043 0.207
F -2.160 -4.944 1.985
As 2.682 -1.935 2.230
F 2.513 -3.570 1.486
F 4.090 -1.526 1.179
F 2.853 -0.227 2.864
F 1.380 -2.240 3.319
F 3.801 -2.455 3.491
F 1.544 -1.382 0.917
As 3.760 -1.288 -3.042
F 2.205 -0.852 -2.292
F 3.581 -2.937 -2.481
F 5.336 -1.627 -3.830
F 3.858 0.367 -3.592
F 4.499 -0.858 -1.475
F 2.753 -1.705 -4.480
C -3.216 0.086 -0.574
C -4.169 -0.003 -1.589
C -4.282 1.014 -2.554
C -3.458 2.137 -2.436
C -2.502 2.208 -1.440
C -2.308 1.141 -0.559
N -3.493 3.120 -3.580
O -4.377 3.076 -4.456
O -2.613 3.952 -3.711
H -3.027 -0.713 0.130
H -4.798 -0.879 -1.659
H -5.095 1.141 -3.254
H -1.895 3.094 -1.315
H -1.546 1.164 0.209
```

## Properties
Gap between HOMO and LUMO = 0.26279 Eh
Energy above the lowest of the compared OMol25 structures with the same formula, charge and spin = 0.0 kJ/mol
Charge = -4

=====

Record 8
DFT (ωB97M-V/def2-TZVPD) results for a structure of composition C23H22F6N2O4RuS2.

```
60
Properties=species:S:1:pos:R:3
Ru 0.050 -0.579 -0.128
C -3.186 -2.194 1.872
C -1.727 -2.335 1.564
C -1.280 -3.087 0.480
C 0.086 -3.272 0.214
C 0.541 -4.175 -0.894
C 1.015 -2.643 1.054
C 0.598 -1.857 2.140
C 1.621 -1.275 3.076
C -0.772 -1.707 2.370
H -3.457 -2.886 2.673
H -3.803 -2.426 1.005
H -3.425 -1.184 2.204
H -2.007 -3.560 -0.172
H 0.391 -5.212 -0.588
H 1.597 -4.031 -1.115
H -0.034 -4.008 -1.804
H 2.074 -2.800 0.887
H 1.977 -2.056 3.749
H 1.204 -0.480 3.694
H 2.489 -0.899 2.532
H -1.105 -1.102 3.207
N 0.507 1.175 1.388
C 0.282 2.494 0.867
C 1.334 3.393 0.861
C 1.150 4.669 0.352
C -0.093 5.033 -0.141
C -1.130 4.111 -0.149
C -0.963 2.819 0.346
C -2.055 1.812 0.164
C -3.386 2.220 0.211
C -4.413 1.394 -0.227
C -4.126 0.141 -0.745
C -2.811 -0.308 -0.733
C -1.780 0.503 -0.252
H 1.454 1.064 1.731
H -0.160 0.918 2.108
H 2.296 3.096 1.265
H 1.973 5.371 0.345
H -0.253 6.026 -0.539
H -2.079 4.385 -0.590
H -3.619 3.214 0.575
H -5.437 1.743 -0.185
H -4.914 -0.486 -1.141
H -2.602 -1.301 -1.120
F -0.427 0.871 -3.885
C 0.796 0.916 -3.389
F 1.593 1.606 -4.177
F 0.758 1.506 -2.181
S 1.425 -0.796 -3.194
O 0.527 -1.376 -2.157
O 1.374 -1.389 -4.479
N 2.880 -0.632 -2.656
S 3.274 -0.751 -1.146
O 3.737 -2.043 -0.750
O 2.285 -0.121 -0.234
C 4.691 0.420 -1.069
F 5.625 0.041 -1.915
F 4.283 1.644 -1.357
F 5.154 0.386 0.177
```

## Properties
Multiplicity = 6
Gap between HOMO and LUMO (alpha / beta) = 0.31029 / 0.22992 Eh
Energy above the lowest of the compared OMol25 structures with the same formula, charge and spin = 40.8 kJ/mol
Charge = +1

=====

Record order is preserved below.
M: 660.084, 646.713, 473.599, 120.129, 612.563, 129.207, 1131.207, 669.631 g mol⁻¹
Record order is preserved below.
E_tot: -58703.958, -67784.774, -88104.832, -20150.323, -88975.015, -10931.968, -442257.707, -75926.740 eV